1.
Formula: C17H20F6GeN6O4PPt
Source: the OMol25 dataset
Level of theory: ωB97M-V/def2-TZVPD

Geometry as XYZ:
```
56
Properties=species:S:1:pos:R:3:mulliken_charge:R:1
Pt 0.810 -0.288 1.078 2.3075
N 4.955 0.161 -0.485 0.0902
C 4.136 -0.592 0.259 -0.2850
N 3.000 0.056 0.421 -0.3453
C 3.174 1.224 -0.260 0.2565
N 4.366 1.299 -0.808 -0.6095
C 2.134 2.222 -0.323 0.2777
C 2.325 3.457 -0.972 -0.3644
N 1.371 4.344 -0.947 -0.5010
C 0.231 4.104 -0.352 -0.5318
C 0.014 2.860 0.261 -0.5831
N 0.970 1.955 0.264 0.2437
H 5.891 -0.043 -0.820 0.2138
H 4.373 -1.559 0.653 0.5487
H 3.247 3.678 -1.493 0.5128
H -0.518 4.883 -0.358 0.4111
H -0.932 2.625 0.726 0.5414
O -0.064 -0.397 -1.138 -0.5786
C -0.744 -1.317 -1.551 -0.5387
C -0.669 -2.691 -1.119 0.5402
C -1.640 -3.629 -1.435 -0.2555
C -1.603 -4.883 -0.851 -0.1297
C -0.604 -5.234 0.066 -0.5332
C 0.373 -4.337 0.382 -0.3252
C 0.411 -3.029 -0.205 0.4923
O 1.346 -2.237 0.061 -0.7620
N -2.685 -5.831 -1.151 1.0295
O -3.454 -5.502 -2.013 -0.5599
O -2.700 -6.828 -0.484 -0.5547
H -1.518 -1.112 -2.308 0.4004
H -2.450 -3.393 -2.111 0.5631
H -0.617 -6.212 0.532 0.5269
H 1.159 -4.577 1.081 0.5432
C -0.985 -0.832 5.817 -1.1472
Ge -0.295 0.323 4.303 1.0279
C 1.448 1.470 4.355 -1.1086
C -1.580 1.911 4.351 -1.0357
C 0.594 -1.028 3.063 -1.6703
H -1.041 -0.207 6.703 0.4075
H -0.324 -1.678 5.978 0.4094
H -1.978 -1.186 5.555 0.3828
H 1.424 2.046 5.273 0.4418
H 1.487 2.134 3.496 0.3162
H 2.295 0.792 4.362 0.3892
H -1.396 2.460 5.268 0.4906
H -2.581 1.496 4.342 0.4042
H -1.425 2.556 3.494 0.3179
H -0.058 -1.896 2.992 0.4902
H 1.568 -1.297 3.466 0.6986
F -1.452 0.730 1.740 -0.3821
P -2.732 -0.410 1.512 1.1839
F -2.713 0.016 -0.030 -0.4022
F -3.792 -1.536 1.299 -0.3172
F -3.735 0.723 1.928 -0.3326
F -2.475 -0.802 3.076 -0.4002
F -1.500 -1.486 1.153 -0.2057
```

Summary:
<S²> ... 8.80
Relative energy (zero: lowest compared OMol25 entry of this formula, charge and spin) ... 1.658 eV
Charge ... +2
2S+1 ... 6
HOMO energy (spin up / spin down) ... -15.1 / -15.6 eV

=====

2.
Formula: C17H20GeN3O5Tl
Source: the OMol25 dataset
Level of theory: ωB97M-V/def2-TZVPD

Geometry as XYZ:
```
47
Properties=species:S:1:pos:R:3:mulliken_charge:R:1
Tl -0.302 -0.461 1.200 0.7755
O 1.819 3.613 0.419 -0.7999
C 1.273 2.588 0.845 -0.1421
O 0.858 1.614 0.184 -0.4498
C 1.097 2.497 2.374 0.4761
C 1.642 3.476 3.198 -0.5757
C 1.480 3.360 4.566 -0.1784
C 0.761 2.283 5.053 -0.5119
C 0.256 1.339 4.162 0.2575
N 0.433 1.454 2.853 -0.1203
C -0.507 0.101 4.703 0.2453
O -0.799 0.143 5.907 -0.7847
O -0.749 -0.815 3.894 -0.6754
H 2.184 4.288 2.737 0.4624
H 1.919 4.088 5.240 0.3787
H 0.588 2.137 6.109 0.4504
N -6.494 -1.374 -3.369 -0.4192
C -5.238 -1.979 -3.398 0.3634
O -5.069 -2.959 -4.127 -0.6538
C -4.201 -1.382 -2.581 1.0103
C -4.356 -0.253 -1.743 -0.5950
C -3.285 0.206 -1.014 -0.6647
N -2.067 -0.337 -1.046 -0.2327
C -1.909 -1.407 -1.836 0.0834
C -2.912 -1.959 -2.589 -0.8591
H -7.248 -1.950 -3.710 0.2533
H -6.719 -0.786 -2.586 0.1994
H -5.288 0.294 -1.692 0.2141
H -3.384 1.064 -0.360 0.4041
H -0.912 -1.823 -1.843 0.4151
H -2.735 -2.811 -3.229 0.4098
C 1.720 -0.245 -2.339 -1.1230
Ge 2.924 -0.922 -0.915 0.5307
C 4.156 0.556 -0.388 -1.0583
C 4.134 -2.211 -1.961 -1.4557
C 2.015 -1.761 0.576 -1.2857
H 2.291 0.285 -3.098 0.3931
H 1.013 0.440 -1.886 0.2988
H 1.168 -1.047 -2.824 0.3121
H 4.768 0.877 -1.228 0.3566
H 4.821 0.269 0.423 0.3468
H 3.567 1.401 -0.053 0.2199
H 4.622 -1.694 -2.784 0.3619
H 3.554 -3.028 -2.380 0.3636
H 4.906 -2.639 -1.329 0.3853
H 2.583 -1.777 1.500 0.3635
H 1.620 -2.752 0.364 0.2543
```

Summary:
Relative energy (zero: lowest compared OMol25 entry of this formula, charge and spin) ... 0.851 eV
Charge ... -2
HOMO energy (spin up / spin down) ... 0.0 / 0.0 eV

=====

3.
Formula: C17H20INO11P2Ru
Source: the OMol25 dataset
Level of theory: ωB97M-V/def2-TZVPD

Geometry as XYZ:
```
53
Properties=species:S:1:pos:R:3:mulliken_charge:R:1
Ru -1.152 -0.931 -0.272 1.2175
N 0.326 0.336 2.729 -0.1601
C 0.716 -1.130 2.672 0.9508
C 1.505 -1.490 3.924 -1.8693
P 1.722 -1.334 1.144 0.7868
O 3.007 -0.428 1.595 -0.5952
O 2.113 -2.738 0.926 -0.8247
O 0.985 -0.528 0.101 -0.6457
P -0.954 -1.970 2.694 0.7803
O -0.709 -3.467 2.272 -0.5746
O -1.450 -1.814 4.076 -0.8031
O -1.753 -1.218 1.617 -0.6889
H 1.159 0.916 2.832 0.4476
H -0.300 0.476 3.527 0.4575
H -0.185 0.639 1.861 0.1874
H 2.360 -0.824 4.052 0.4100
H 1.889 -2.503 3.804 0.4274
H 0.862 -1.462 4.804 0.4643
H 3.816 -0.793 1.219 0.3604
H -0.663 -3.570 1.295 0.3491
C -3.105 -0.903 -0.883 -1.0849
H -3.404 -1.888 -1.255 0.2356
H -3.220 -0.166 -1.687 0.3185
H -3.759 -0.621 -0.056 0.2816
I -0.653 8.141 0.977 0.0462
C -0.767 6.106 0.500 0.0360
C -0.470 5.691 -0.790 -0.5512
C -0.550 4.342 -1.099 -0.3350
C -0.917 3.414 -0.134 0.1333
C -1.212 3.851 1.152 -0.2053
C -1.141 5.198 1.478 -0.6403
C -0.993 1.945 -0.499 0.5664
O -1.214 1.149 0.488 -0.9488
O -0.857 1.622 -1.674 -0.5399
H -0.180 6.411 -1.543 0.3598
H -0.328 3.984 -2.096 0.4352
H -1.510 3.121 1.893 0.4050
H -1.377 5.536 2.478 0.3661
O 2.147 -4.136 -2.899 -0.6792
C 1.557 -2.949 -3.106 0.0479
C 2.133 -2.066 -4.018 -0.7517
C 1.551 -0.837 -4.267 -0.3948
C 0.377 -0.459 -3.625 -0.6925
C -0.189 -1.335 -2.718 -0.2709
C 0.391 -2.567 -2.426 0.8740
C -0.161 -3.458 -1.368 1.0077
O 0.127 -4.653 -1.335 -0.8537
O -0.928 -2.911 -0.471 -0.7334
H 1.564 -4.622 -2.266 0.3752
H 3.044 -2.372 -4.518 0.4265
H 2.017 -0.162 -4.974 0.3566
H -0.083 0.502 -3.801 0.5214
H -1.185 -1.078 -2.331 0.2110
```

Summary:
<S²> ... 0.76
Relative energy (zero: lowest compared OMol25 entry of this formula, charge and spin) ... 1.151 eV
Charge ... -1
2S+1 ... 2
HOMO energy (spin up / spin down) ... -5.8 / -5.4 eV

=====

4.
Formula: C17H20N
Source: the OMol25 dataset
Level of theory: ωB97M-V/def2-TZVPD

Geometry as XYZ:
```
38
Properties=species:S:1:pos:R:3:mulliken_charge:R:1
C -2.536 -0.231 0.196 -0.1655
C -2.825 -1.210 -0.802 0.8659
C -3.519 -2.384 -0.465 -0.3392
C -3.818 -3.325 -1.421 -0.7082
C -3.445 -3.126 -2.739 -0.3537
C -2.765 -1.977 -3.096 -0.7579
C -2.455 -1.035 -2.147 -0.4073
C -1.766 0.892 -0.018 -0.3313
C -1.557 1.867 0.934 -0.3443
C -0.813 3.066 0.711 0.8798
C -0.536 3.937 1.778 -0.3979
C 0.173 5.099 1.576 -0.6420
C 0.617 5.436 0.310 -0.3358
C 0.351 4.599 -0.758 -0.7496
C -0.347 3.433 -0.565 -0.3647
H -2.970 -0.369 1.171 0.3822
H -3.809 -2.543 0.559 0.4272
H -4.350 -4.222 -1.145 0.4112
H -3.691 -3.861 -3.490 0.4127
H -2.479 -1.815 -4.124 0.4131
H -1.938 -0.143 -2.450 0.3996
H -1.280 1.000 -0.969 0.2895
H -1.999 1.723 1.905 0.3908
H -0.879 3.681 2.766 0.3874
H 0.382 5.753 2.408 0.4001
H 1.166 6.350 0.154 0.4071
H 0.689 4.862 -1.747 0.4027
H -0.558 2.804 -1.410 0.3848
C -5.892 1.921 1.135 -0.9374
N -5.834 0.909 0.093 -0.1995
C -6.577 -0.312 0.360 -0.9476
H -5.278 2.784 0.876 0.2953
H -6.917 2.256 1.302 0.3548
H -5.512 1.508 2.069 0.2897
H -6.098 1.301 -0.818 0.2320
H -6.451 -1.031 -0.451 0.2870
H -6.208 -0.773 1.275 0.3015
H -7.641 -0.107 0.486 0.3675
```

Summary:
Relative energy (zero: lowest compared OMol25 entry of this formula, charge and spin) ... 1.583 eV
Charge ... +1
HOMO energy ... -11.3 eV

=====

> Look up the relative energy (zero: lowest compared OMol25 entry of this formula, charge and spin) of the third one.

1.151 eV

=====

> Among the records above, which one has the highest relative energy (zero: lowest compared OMol25 entry of this formula, charge and spin)?

C17H20F6GeN6O4PPt